Record 1
This record from OMol25 describes a cluster of 2 separate species, HN8 in total. The level of theory is ωB97M-V/def2-TZVPD.

Results
Lowest unoccupied orbital energy ... -0.24746 hartree
Total charge ... +1
Kohn-Sham gap ... 8.450 eV

Each line ends with the Löwdin charge.
CARTESIAN COORDINATES (ANGSTROEM)
N: 4.45 2.00 0.01  0.089
N: -0.51 -0.02 0.54  0.279
N: 0.45 -0.50 0.08  0.017
N: 1.57 -0.75 0.14  0.135
N: 2.43 -1.64 -0.13  0.091
N: 3.66 -1.64 -0.04  -0.110
N: 4.76 -1.82 -0.04  0.351
N: 4.02 1.01 0.19  0.007
H: -1.41 0.04 0.11  0.140

---

Record 2
This record from OMol25 describes a cluster of 8 separate species, C24H46O24 in total. The level of theory is ωB97M-V/def2-TZVPD.

Results
Lowest unoccupied orbital energy ... 0.01488 hartree
Kohn-Sham gap ... 11.114 eV

Each line ends with the Löwdin charge.
CARTESIAN COORDINATES (ANGSTROEM)
C: 2.04 11.49 -6.52  -0.054
O: 1.91 10.15 -6.10  0.021
C: 0.66 9.78 -5.83  -0.615
O: -0.29 10.50 -5.74  0.123
O: 0.68 8.46 -5.71  0.031
C: -0.60 7.85 -5.54  -0.025
H: 1.52 11.62 -7.47  0.092
H: 3.08 11.72 -6.76  0.096
H: 1.66 12.21 -5.80  0.096
H: -0.52 6.78 -5.44  0.087
H: -1.27 8.13 -6.36  0.085
H: -1.08 8.27 -4.65  0.104
C: -5.40 6.32 -14.14  -0.013
O: -5.62 7.50 -13.36  0.007
C: -4.62 7.97 -12.65  -0.628
O: -3.62 7.37 -12.32  0.114
O: -4.91 9.19 -12.24  0.004
C: -4.01 9.90 -11.40  -0.012
H: -4.52 6.51 -14.76  0.106
H: -6.30 6.13 -14.71  0.100
H: -5.20 5.47 -13.49  0.070
H: -4.54 10.79 -11.09  0.092
H: -3.09 10.15 -11.93  0.105
H: -3.81 9.30 -10.50  0.083
C: -7.03 4.09 -8.67  -0.002
O: -6.76 4.40 -10.04  0.005
C: -6.87 3.46 -10.95  -0.610
O: -7.09 2.29 -10.78  0.135
O: -6.67 4.03 -12.15  -0.017
C: -6.49 3.19 -13.25  -0.072
H: -7.68 3.23 -8.59  0.100
H: -7.43 4.98 -8.18  0.085
H: -6.09 3.91 -8.15  0.083
H: -5.53 2.65 -13.16  0.107
H: -6.28 3.78 -14.14  0.071
H: -7.21 2.40 -13.46  0.101
C: -1.20 13.13 -7.95  -0.058
O: -2.41 13.77 -7.62  -0.020
C: -3.30 13.87 -8.62  -0.635
O: -3.11 13.49 -9.74  0.131
O: -4.42 14.38 -8.12  0.014
C: -5.50 14.49 -9.02  -0.044
H: -1.36 12.16 -8.40  0.099
H: -0.54 13.04 -7.09  0.084
H: -0.63 13.75 -8.66  0.104
H: -6.42 14.49 -8.44  0.095
H: -5.58 13.67 -9.73  0.091
H: -5.43 15.43 -9.58  0.101
C: -9.07 9.60 -6.95  -0.036
O: -8.45 8.55 -7.67  -0.020
C: -8.78 8.45 -8.95  -0.622
O: -9.57 9.11 -9.54  0.155
O: -8.07 7.44 -9.43  -0.001
C: -8.06 7.22 -10.82  -0.039
H: -8.88 9.48 -5.89  0.097
H: -10.15 9.63 -7.11  0.097
H: -8.72 10.57 -7.32  0.103
H: -8.82 6.50 -11.13  0.105
H: -7.11 6.85 -11.18  0.078
H: -8.22 8.11 -11.43  0.103
C: -2.79 4.86 -5.04  -0.026
O: -3.85 4.53 -4.13  0.015
C: -5.00 4.18 -4.71  -0.621
O: -5.17 4.02 -5.89  0.112
O: -5.89 4.00 -3.74  0.006
C: -7.19 3.53 -4.10  -0.024
H: -1.92 4.89 -4.38  0.098
H: -2.91 5.82 -5.53  0.083
H: -2.70 4.11 -5.82  0.090
H: -7.77 4.35 -4.50  0.094
H: -7.66 3.23 -3.17  0.093
H: -7.09 2.68 -4.78  0.099
C: -5.91 7.31 -6.78  -0.005
O: -5.71 8.68 -6.39  0.014
C: -4.62 9.31 -6.80  -0.606
O: -3.79 8.87 -7.56  0.110
O: -4.56 10.46 -6.17  0.039
C: -3.38 11.22 -6.37  -0.030
H: -4.97 6.76 -6.79  0.080
H: -6.44 7.33 -7.73  0.072
H: -6.57 6.94 -6.00  0.103
H: -3.40 12.02 -5.63  0.112
H: -3.24 11.68 -7.35  0.077
H: -2.46 10.70 -6.15  0.071
O: -0.79 4.25 -7.86  0.164
C: -1.46 5.08 -8.39  -0.575
O: -0.96 6.16 -9.07  0.062
C: -2.05 7.01 -9.43  -0.119
C: -3.27 6.14 -9.26  -0.128
O: -2.79 5.16 -8.36  0.053
H: -2.08 7.89 -8.79  0.100
H: -1.97 7.36 -10.46  0.114
H: -3.57 5.68 -10.20  0.128
H: -4.14 6.64 -8.85  0.106